Entry 1:
14 unconnected molecules or ions with the total composition C23H37BCl39N2O5S2 in a non-equilibrium geometry, computed with ωB97M-V with the def2-TZVPD basis set.

Lowest unoccupied orbital energy = 0.9 eV
Highest occupied orbital energy = -5.717 eV
Electronic energy = -548383.8419 eV

```
! wB97M-V def2-TZVPD RIJCOSX def2/J DEFGRID3
* xyz -1 1
C 0.454 0.427 0.851
C -0.726 1.233 1.720
C -2.160 0.795 1.060
C -3.447 0.863 2.071
C -3.250 1.800 3.400
C -4.499 1.389 4.433
C -3.947 1.091 5.980
C -4.739 -0.298 6.458
S -3.790 -1.797 5.849
O -4.611 -2.397 4.643
O -2.374 -1.487 5.291
N -3.634 -3.088 7.018
S -2.556 -2.651 8.332
O -3.150 -3.342 9.622
O -2.525 -1.132 8.653
B -0.810 -3.407 8.125
O -0.592 -4.732 8.735
N 0.208 -2.561 7.387
C 0.701 -1.436 8.270
C 1.328 -3.370 6.775
H 1.278 1.212 0.491
H 0.007 -0.202 -0.031
H 1.026 -0.323 1.567
H -0.566 0.905 2.833
H -0.629 2.405 1.573
H -2.340 1.386 0.055
H -2.045 -0.349 0.740
H -4.335 1.358 1.445
H -3.792 -0.235 2.298
H -3.437 2.944 3.143
H -2.270 1.607 4.010
H -5.002 0.394 4.021
H -5.351 2.194 4.460
H -2.781 0.991 6.038
H -4.238 2.026 6.655
H -5.831 -0.203 6.010
H -4.866 -0.241 7.633
H -0.264 -5.392 8.054
H -0.003 -0.505 8.109
H 0.694 -1.694 9.424
H 1.797 -1.094 8.017
H 2.363 -2.775 6.751
H 1.073 -3.568 5.626
H 1.559 -4.388 7.302
C 0.576 1.930 -3.189
Cl -0.945 2.205 -2.323
Cl 1.788 3.133 -2.715
Cl 1.176 0.290 -2.887
H 0.387 2.036 -4.260
C 0.363 -3.755 1.397
Cl -1.254 -3.690 2.120
Cl 0.568 -2.452 0.215
Cl 1.610 -3.658 2.653
H 0.470 -4.711 0.879
C 2.958 6.624 -3.997
Cl 3.346 6.011 -2.381
Cl 1.363 6.049 -4.514
Cl 3.019 8.394 -4.022
H 3.705 6.243 -4.699
C 2.662 2.495 -6.528
Cl 3.099 0.778 -6.490
Cl 0.942 2.707 -6.162
Cl 3.659 3.415 -5.388
H 2.850 2.876 -7.535
C -6.977 3.464 0.773
Cl -7.655 3.785 2.378
Cl -5.312 4.062 0.670
Cl -7.039 1.731 0.406
H -7.580 3.994 0.032
C 6.036 -0.575 -4.339
Cl 4.420 -0.510 -3.616
Cl 6.242 0.728 -5.522
Cl 7.283 -0.478 -3.084
H 6.144 -1.531 -4.858
C 1.037 -7.655 6.034
Cl -0.580 -7.590 6.756
Cl 1.242 -6.351 4.851
Cl 2.283 -7.558 7.289
H 1.144 -8.611 5.515
C 8.217 3.417 -7.986
Cl 6.600 3.481 -7.263
Cl 8.422 4.720 -9.168
Cl 9.463 3.514 -6.730
H 8.324 2.461 -8.505
C -5.554 -3.578 12.157
Cl -6.693 -2.448 11.404
Cl -4.956 -2.928 13.693
Cl -6.319 -5.157 12.405
H -4.704 -3.709 11.483
C 3.504 6.124 -8.489
Cl 2.802 6.235 -6.866
Cl 5.069 6.952 -8.547
Cl 3.677 4.430 -8.978
H 2.827 6.617 -9.191
C -2.078 -1.049 -5.499
Cl -0.621 -0.065 -5.719
Cl -1.931 -2.065 -4.055
Cl -3.515 -0.017 -5.390
H -2.188 -1.701 -6.369
C 2.763 -0.134 -10.133
Cl 1.557 -0.576 -8.913
Cl 2.060 -0.208 -11.758
Cl 3.413 1.482 -9.810
H 3.585 -0.853 -10.081
C 3.143 -2.265 -15.284
Cl 3.532 -2.878 -13.668
Cl 1.549 -2.840 -15.801
Cl 3.205 -0.494 -15.309
H 3.890 -2.645 -15.985
*
```

Entry 2:
5 unconnected molecules or ions with the total composition C15H34N4O5 in a non-equilibrium geometry, computed with ωB97M-V with the def2-TZVPD basis set.

Lowest unoccupied orbital energy = 0.3 eV
Highest occupied orbital energy = -8.827 eV
SMILES = CN(C)C=O.CN(C)C=O.CN(C)C=O.CN(C)C=O.CC(C)=O
Electronic energy = -32302.2733 eV
Relative energy (zero: lowest compared OMol25 entry of this formula, charge and spin) = 46.8 kcal per mole

```
! wB97M-V def2-TZVPD RIJCOSX def2/J DEFGRID3
* xyz 0 1
C 3.633 -1.343 2.511
N 2.540 -0.483 1.950
C 2.347 -0.563 0.493
C 1.910 0.352 2.796
O 0.967 1.120 2.488
H 3.411 -2.400 2.371
H 3.963 -1.108 3.523
H 4.542 -1.237 1.918
H 1.940 -1.539 0.230
H 1.826 0.271 0.022
H 3.377 -0.401 0.177
H 2.457 0.296 3.750
C -0.095 4.115 2.131
N 1.229 4.486 2.620
C 2.050 5.167 1.557
C 1.720 3.924 3.723
O 2.880 3.999 3.977
H -0.277 4.372 1.087
H -0.888 4.454 2.798
H -0.336 3.059 2.004
H 2.869 5.610 2.123
H 2.498 4.325 1.030
H 1.481 5.943 1.044
H 1.009 3.308 4.296
C -1.938 -5.579 1.016
N -3.360 -5.313 0.816
C -4.063 -4.433 1.702
C -4.010 -5.890 -0.241
O -3.456 -6.317 -1.253
H -1.727 -5.793 2.064
H -1.317 -4.774 0.622
H -1.708 -6.497 0.475
H -4.163 -4.864 2.698
H -3.274 -3.682 1.758
H -4.911 -3.870 1.314
H -5.100 -5.748 -0.183
C 0.423 0.359 -5.008
N 0.262 1.792 -4.826
C 1.328 2.611 -5.419
C -0.782 2.337 -4.184
O -0.877 3.564 -4.127
H 0.838 0.219 -6.006
H -0.478 -0.238 -4.865
H 1.196 0.078 -4.293
H 1.367 3.660 -5.126
H 2.291 2.258 -5.049
H 1.337 2.520 -6.505
H -1.566 1.638 -3.855
C -1.391 -1.632 -0.124
C -1.034 -0.310 -0.799
C -1.480 0.880 -0.039
O -0.508 -0.285 -1.919
H -2.459 -1.849 -0.110
H -1.184 -1.731 0.942
H -0.747 -2.371 -0.599
H -1.428 1.830 -0.570
H -0.670 1.001 0.680
H -2.464 0.704 0.397
*
```

Entry 3:
A single C4H6O2 molecule in a non-equilibrium geometry, computed with ωB97M-V with the def2-TZVPD basis set.

Lowest unoccupied orbital energy = 0.8 eV
Highest occupied orbital energy = -8.075 eV
SMILES = O[C@H]1[C@@H]2C[C@]12O
Electronic energy = -8336.5697 eV
Relative energy (zero: lowest compared OMol25 entry of this formula, charge and spin) = 89.7 kcal per mole

```
! wB97M-V def2-TZVPD RIJCOSX def2/J DEFGRID3
* xyz 0 1
O 2.028 -0.165 0.015
C 0.757 0.292 0.399
C -0.300 0.735 -0.548
C -1.556 0.316 0.263
C -0.350 -0.638 0.209
O -0.278 -1.923 -0.035
H 2.399 0.329 -0.710
H 0.802 0.877 1.271
H -0.292 1.120 -1.541
H -1.622 1.063 1.018
H -2.312 0.039 -0.341
H 0.724 -2.044 0.001
*
```

Entry 4:
A molecular structure, C8H21I2InO4P2S in a non-equilibrium geometry, computed with ωB97M-V with the def2-TZVPD basis set.

Lowest unoccupied orbital energy = -9.7 eV
Highest occupied orbital energy = -13.874 eV
Electronic energy = -67593.6151 eV

```
! wB97M-V def2-TZVPD RIJCOSX def2/J DEFGRID3
* xyz 2 1
I -0.113 -1.133 -6.810
I -0.113 1.548 -6.909
In -0.114 0.194 -0.435
P -2.428 0.206 -0.293
C -3.378 0.139 -1.858
C -3.111 -1.188 0.680
H -4.197 -1.097 0.793
H -4.193 1.602 0.677
H -2.630 -1.183 1.662
H -2.625 1.760 1.534
H -3.115 -0.771 -2.403
H -2.871 -2.129 0.178
C -3.107 1.680 0.556
H -4.456 0.149 -1.664
H -2.866 2.574 -0.026
H -3.113 0.999 -2.479
P 2.199 0.192 -0.286
C 3.154 0.123 -1.848
C 2.884 1.661 0.568
H 2.388 -1.200 1.667
H 3.957 -1.123 0.801
H 2.626 -2.146 0.183
C 2.871 -1.207 0.687
H 2.397 1.743 1.543
H 3.968 1.575 0.694
H 4.231 0.128 -1.651
H 2.894 0.984 -2.470
H 2.652 2.557 -0.015
H 2.889 -0.786 -2.395
C -0.112 0.115 -2.254
O -0.111 0.064 -3.423
C 1.254 -0.577 3.726
S -0.114 -0.876 2.557
O -0.994 -1.941 3.228
O -1.085 0.305 2.652
O -0.080 -1.404 0.873
H 0.824 -0.285 4.707
H 1.894 0.256 3.373
H 1.840 -1.507 3.878
*
```

Entry 5:
A molecular structure, C30H46BrN3P2Sn in a non-equilibrium geometry, computed with ωB97M-V with the def2-TZVPD basis set.

Lowest unoccupied orbital energy (alpha / beta) = -6.9 / -7.0 eV
Highest occupied orbital energy (alpha / beta) = -11.989 / -11.992 eV
Electronic energy = -130756.9697 eV
Relative energy (zero: lowest compared OMol25 entry of this formula, charge and spin) = 65.2 kcal per mole

```
! wB97M-V def2-TZVPD RIJCOSX def2/J DEFGRID3
* xyz 2 1
N -0.618 -4.407 8.241
C -1.609 -3.536 8.070
C -1.753 -2.745 6.923
C -0.852 -2.950 5.848
C 0.184 -3.905 6.024
C 0.231 -4.621 7.231
C -0.966 -2.178 4.589
Sn -2.201 -1.956 1.032
P -1.297 -0.604 -5.185
C -0.347 -2.628 3.438
C -0.173 -1.723 2.308
C 0.230 -2.287 1.045
C 0.153 -1.438 -0.102
C 0.032 -0.067 0.134
C -0.433 0.473 1.305
C -0.462 -0.333 2.458
Br 0.657 1.451 -1.213
H -1.579 -1.210 4.612
H 0.059 -3.667 3.305
H -2.502 -1.963 6.846
H 0.985 -4.054 5.288
H -2.294 -3.380 8.898
H 1.038 -5.334 7.380
H 0.596 -3.323 0.936
H -0.627 0.092 3.463
H 0.508 -1.868 -1.032
H -0.534 1.549 1.483
P 2.899 0.967 -0.769
C -2.578 -0.814 -3.923
C -3.745 -1.615 -4.495
H -2.829 0.211 -3.632
H -2.046 -1.284 -3.079
H -4.584 -1.517 -3.802
H -4.071 -1.242 -5.477
H -3.474 -2.671 -4.602
C 0.041 -1.745 -4.608
C 0.909 -2.202 -5.767
H -0.449 -2.580 -4.101
H 0.579 -1.130 -3.868
H 1.537 -3.025 -5.432
H 0.319 -2.561 -6.614
H 1.558 -1.397 -6.106
C -0.502 1.004 -4.905
C -0.983 2.072 -5.893
H 0.545 0.766 -5.155
H -0.529 1.297 -3.853
H -0.534 3.042 -5.641
H -0.641 1.764 -6.892
H -2.074 2.162 -5.896
C 3.611 2.423 -1.569
C 4.409 3.245 -0.544
H 2.792 2.998 -2.028
H 4.266 2.070 -2.390
H 3.755 3.763 0.169
H 5.076 2.572 0.012
H 5.047 3.971 -1.057
C 2.921 -0.559 -1.774
C 3.380 -1.804 -1.008
H 3.552 -0.423 -2.679
H 1.899 -0.724 -2.152
H 4.258 -1.561 -0.400
H 2.617 -2.200 -0.323
H 3.629 -2.610 -1.713
C 3.019 0.710 1.044
C 2.461 1.732 2.062
H 4.101 0.569 1.280
H 2.557 -0.273 1.251
H 2.539 1.245 3.044
H 3.106 2.608 2.078
H 1.438 2.031 1.856
N -0.549 3.827 0.811
C -1.912 3.691 0.914
C -2.576 4.440 1.950
C -3.896 4.118 2.231
C -4.498 3.090 1.455
C -3.769 2.498 0.406
N -2.508 2.827 0.091
H -0.132 3.769 -0.151
H -0.177 4.416 1.579
H -2.041 5.306 2.376
H -4.434 4.783 2.933
H -5.524 2.820 1.688
H -4.193 1.741 -0.255
*
```

Entry 6:
A molecular structure, C14H29HfO4PS in a non-equilibrium geometry, computed with ωB97M-V with the def2-TZVPD basis set.

Lowest unoccupied orbital energy (alpha / beta) = -17.9 / -17.9 eV
Highest occupied orbital energy (alpha / beta) = -23.396 / -23.396 eV
Electronic energy = -44556.4111 eV
Relative energy (zero: lowest compared OMol25 entry of this formula, charge and spin) = 9.8 kcal per mole

```
! wB97M-V def2-TZVPD RIJCOSX def2/J DEFGRID3
* xyz 4 1
Hf 0.020 -1.178 0.008
C -1.935 -0.423 -0.400
O -2.989 0.094 -0.483
C 0.088 1.048 0.156
O -0.356 2.103 0.523
C 1.478 0.531 0.151
O 2.556 1.047 0.276
C -1.496 0.949 -3.230
P -0.077 0.141 -2.320
H 0.424 -1.449 -4.033
H -2.380 0.331 -2.968
C 1.361 0.872 -3.253
H 1.068 0.739 -4.321
C -1.383 0.977 -4.785
H -1.071 0.007 -5.188
H -0.672 1.739 -5.130
H -2.372 1.212 -5.213
C -1.767 2.351 -2.650
H -1.058 3.093 -3.007
C 0.875 -2.474 -2.223
H -1.732 2.376 -1.560
H -2.764 2.687 -2.954
C -1.471 -2.171 -3.238
H 0.503 -2.610 -1.164
H 0.904 -3.492 -2.662
H 1.907 -2.144 -2.008
C -0.053 -1.563 -3.052
H -1.408 -3.270 -3.309
H -1.890 -1.828 -4.193
H -2.160 -1.892 -2.419
C 2.673 0.137 -2.990
H 2.954 0.230 -1.937
H 3.445 0.630 -3.587
H 2.636 -0.905 -3.296
C 1.635 2.377 -3.001
H 1.863 2.566 -1.943
H 0.830 3.040 -3.340
H 2.531 2.634 -3.589
H -0.342 -3.617 -0.213
H -0.347 -3.173 0.424
C -0.916 0.372 3.829
S 0.384 -0.844 3.453
C -0.288 -2.245 4.335
O -0.007 -1.335 1.996
H -0.768 0.673 4.885
H -1.891 -0.126 3.702
H -0.818 1.227 3.132
H -1.349 -2.334 4.083
H 0.240 -3.127 3.957
H -0.112 -2.110 5.408
*
```

Entry 7:
A molecular structure, C20H24INOP2V in a non-equilibrium geometry, computed with ωB97M-V with the def2-TZVPD basis set.

Lowest unoccupied orbital energy (alpha / beta) = -3.8 / -3.9 eV
Highest occupied orbital energy (alpha / beta) = -10.699 / -10.595 eV
Electronic energy = -77027.6772 eV

```
! wB97M-V def2-TZVPD RIJCOSX def2/J DEFGRID3
* xyz 1 3
C 2.917 2.736 0.358
C 1.679 2.116 0.459
C 0.946 1.818 -0.733
C 1.515 2.106 -2.029
C 2.784 2.742 -2.075
C 3.456 3.053 -0.904
C 0.798 1.692 -3.156
C -0.438 1.043 -3.041
C -0.935 0.793 -1.707
C -2.164 0.092 -1.504
C -2.891 -0.338 -2.613
C -2.408 -0.097 -3.921
C -1.212 0.570 -4.134
H 3.464 2.954 1.281
H 3.224 2.977 -3.046
H 4.431 3.539 -0.954
H 1.210 1.871 -4.148
H -3.835 -0.870 -2.477
H -2.975 -0.456 -4.782
H -0.832 0.739 -5.148
N -0.222 1.155 -0.625
V 0.447 -2.080 0.938
C 1.079 1.669 1.780
H -0.014 1.797 1.738
H 1.494 2.226 2.631
C -2.597 -0.144 -0.070
H -2.356 0.744 0.535
H -3.678 -0.329 -0.044
P 1.366 -0.115 2.109
P -1.758 -1.585 0.734
C -2.562 -2.977 -0.144
H -2.262 -3.934 0.304
H -3.655 -2.879 -0.088
H -2.258 -2.984 -1.199
C -2.553 -1.591 2.376
H -3.643 -1.645 2.264
H -2.198 -2.449 2.957
H -2.293 -0.672 2.914
C 3.155 -0.370 2.119
H 3.628 0.335 2.822
H 3.388 -1.402 2.422
H 3.554 -0.204 1.109
C 0.706 -0.367 3.781
H 0.894 -1.395 4.125
H 1.212 0.347 4.451
H -0.376 -0.185 3.796
C 0.723 -2.642 -0.827
O 0.782 -3.011 -1.943
H 0.675 -0.500 0.633
I 0.587 -3.896 2.677
*
```

Entry 8:
A single C7H12N2S molecule in a non-equilibrium geometry, computed with ωB97M-V with the def2-TZVPD basis set.

Lowest unoccupied orbital energy (alpha / beta) = 0.5 / 0.5 eV
Highest occupied orbital energy (alpha / beta) = -7.469 / -7.470 eV
Electronic energy = -21266.9452 eV
Relative energy (zero: lowest compared OMol25 entry of this formula, charge and spin) = 52.3 kcal per mole

```
! wB97M-V def2-TZVPD RIJCOSX def2/J DEFGRID3
* xyz 0 1
C 0.772 -1.479 0.064
C -2.149 -0.398 -0.173
C -0.792 -0.539 2.053
C -0.866 0.200 -0.763
C 0.340 -0.141 0.078
C -0.680 -0.290 -2.204
C 2.430 0.610 1.094
N 1.055 -2.593 0.099
N 1.274 0.853 0.266
S -2.296 0.179 1.545
H -3.030 -0.066 -0.720
H -2.105 -1.488 -0.168
H -0.789 -1.617 2.115
H -0.303 -0.016 2.857
H -0.974 1.292 -0.768
H -0.537 -1.369 -2.223
H 0.190 0.185 -2.651
H -1.556 -0.044 -2.798
H 3.116 1.451 0.991
H 2.166 0.484 2.153
H 2.928 -0.300 0.757
H 0.878 1.778 0.367
*
```